1.
8
Properties=species:S:1:pos:R:3:forces:R:3 method="wB97M-V/def2-TZVPD" gap_ev=8.0 homo_energy_ev=-9.533 relative_energy_kj_mol=102.8
C 2.1940 0.3547 0.5000 3.8 -0.9 -1.5
C 2.0302 2.2825 0.0541 -1.0 0.7 0.7
N 1.2592 -0.2594 0.8719 -2.2 -0.4 0.0
N 0.2313 -0.4947 1.4512 0.1 -0.4 2.5
O 1.4731 2.6934 0.9781 -1.1 0.9 2.3
O 2.4892 2.3097 -0.9936 1.7 0.0 -3.3
I 4.0489 -0.4322 -0.2055 -1.0 0.2 0.6
H -0.5908 -0.8102 0.9855 -0.3 -0.2 -1.4

---

2.
10
Properties=species:S:1:pos:R:3:forces:R:3 method="wB97M-V/def2-TZVPD" gap_ev="6.5 / 6.5" homo_energy_ev="-3.637 / -3.641" relative_energy_kj_mol=226.3 total_charge=-1
O -0.9375 1.7030 -1.6745 0.7 -1.2 0.4
N -0.2277 0.7399 -1.4752 -0.1 1.6 -1.3
N -0.8285 -0.3211 -0.4568 0.7 -0.9 2.3
N -1.6399 -1.3643 -0.2263 -1.1 0.4 -1.2
N -1.1350 -2.0077 0.7589 -0.4 -1.0 0.3
N -0.0164 -1.4636 1.2262 0.7 0.3 0.2
C 0.1505 -0.3910 0.4738 -0.9 0.0 -0.6
C 0.9628 0.7529 0.2830 0.7 0.8 -0.4
I 3.0709 0.6437 0.4634 -0.3 -0.1 0.0
H 0.6009 1.7082 0.6273 0.0 0.0 0.1